# 1
Formula: C19H12Cl3FeI2N3O3S2Te4
Source: the OMol25 dataset
Level of theory: ωB97M-V with the def2-TZVPD basis set

Geometry as XYZ:
```
49
Properties=species:S:1:pos:R:3:forces:R:3:lowdin_charge:R:1
Fe -0.747085 0.440322 0.058187 0.071 0.197 -0.015 0.69
Te -4.169977 -1.013900 -0.165113 -0.011 0.016 -0.128 0.00
Te -6.356327 -1.297895 1.342632 0.186 -0.048 0.190 -0.14
Te -4.523389 -2.273749 3.537633 -0.178 0.004 -0.162 -0.14
Te -2.482301 -1.075653 2.292585 0.108 0.060 0.188 -0.04
I 3.899113 2.023507 -1.743458 -0.005 -0.001 0.006 0.88
C 3.010396 0.141347 -1.781449 0.003 0.016 -0.003 -0.65
C 3.712265 -0.945700 -2.313866 -0.005 -0.021 -0.002 -0.24
C 3.159503 -2.198405 -2.346585 -0.003 0.031 0.023 -0.68
I 4.275411 -3.759087 -3.179377 -0.004 -0.005 0.001 0.87
C 1.866000 -2.419530 -1.807969 -0.004 -0.054 -0.045 -0.23
C 1.202099 -3.668143 -1.774436 -0.018 0.029 0.018 -0.04
C -0.031901 -3.772341 -1.200440 0.039 -0.003 -0.018 -0.03
C -0.620208 -2.634593 -0.624565 -0.050 -0.003 -0.013 -0.15
N -0.030944 -1.463840 -0.643478 -0.028 0.047 0.003 0.05
C 1.178700 -1.321113 -1.248266 0.004 0.001 -0.048 -0.15
C 1.717711 0.026613 -1.267767 0.063 0.036 -0.012 -0.45
O 1.034372 1.004382 -0.812897 -0.021 -0.083 0.062 -0.15
H 4.705816 -0.782970 -2.709290 0.001 -0.001 0.000 0.07
H 1.684381 -4.534067 -2.208532 -0.002 -0.004 0.000 0.06
H -0.562262 -4.713671 -1.169645 0.003 -0.003 -0.006 0.11
H -1.584881 -2.693957 -0.133655 0.010 0.012 0.011 0.01
C 1.744841 -2.332263 1.834459 0.007 -0.020 0.114 -0.06
C 1.942077 -0.865111 2.023959 0.172 -0.054 -0.142 -0.61
N 1.029017 0.031129 1.827781 -0.334 -0.098 0.056 0.05
C 1.467711 1.296263 2.131801 0.083 0.059 0.104 -0.33
C 2.762792 1.372073 2.526402 0.030 -0.052 -0.099 -0.33
S 3.451452 -0.198709 2.533138 -0.067 0.080 0.039 1.06
C 0.459840 2.357091 2.116326 -0.042 0.028 0.008 -0.31
C 0.523423 3.571698 2.713325 -0.036 0.008 0.017 -0.33
S -1.001877 4.343157 2.605735 0.039 0.003 -0.005 1.08
C -1.645785 2.995791 1.751551 0.022 -0.017 0.026 -0.60
N -0.764685 2.056090 1.559434 -0.003 -0.041 -0.051 0.02
C -3.069737 2.953715 1.318896 0.011 0.000 -0.017 -0.07
H 0.677810 -2.547743 1.869543 0.010 0.006 -0.007 0.06
H 2.242164 -2.887986 2.629330 0.010 -0.013 -0.011 0.08
H 2.147988 -2.667052 0.877348 0.001 0.017 0.018 0.08
H 3.332562 2.247312 2.788382 0.006 -0.007 0.007 0.08
H 1.351226 4.009232 3.244669 -0.005 0.002 0.001 0.07
H -3.696967 3.508703 2.016063 0.011 0.003 -0.005 0.08
H -3.408104 1.918099 1.277452 0.003 -0.005 -0.005 0.03
H -3.168314 3.376855 0.320141 -0.007 -0.006 -0.025 0.07
Cl -4.300565 1.557305 -3.406772 -0.003 0.017 -0.020 0.59
C -2.611160 2.093562 -3.286023 -0.040 0.009 -0.023 -1.50
Cl -1.785836 1.824983 -4.826418 0.004 -0.003 -0.009 0.60
Cl -2.579135 3.823668 -2.907608 0.009 0.013 -0.002 0.59
C -1.952558 1.229154 -2.167493 -0.051 0.008 0.136 -0.86
O -1.637999 0.080564 -2.436419 -0.001 -0.099 -0.206 -0.02
O -1.846671 1.784854 -1.035270 0.011 -0.059 0.051 -0.16
```
Forces are in eV/Å.

Properties
Frontier orbital gap (alpha / beta) (hartree): 0.19976 / 0.17879
Charge: -1
Energy above the lowest of the compared OMol25 structures with the same formula, charge and spin (kcal/mol): 0.0
Multiplicity: 6

=====

# 2
Formula: C19H12CuFNO11
Source: the OMol25 dataset
Level of theory: ωB97M-V with the def2-TZVPD basis set

Geometry as XYZ:
```
45
Properties=species:S:1:pos:R:3:forces:R:3:lowdin_charge:R:1
Cu 0.043127 0.613257 -1.945891 -0.660 -0.341 0.657 0.45
C -2.793321 -3.455068 0.451860 -0.652 -1.389 1.127 0.05
C -1.602264 -4.062551 0.811367 3.884 -2.218 1.765 -0.29
C -0.276976 -3.574813 0.063630 0.666 1.241 -1.612 -0.30
O 0.829032 -4.084528 0.307865 -1.553 0.450 0.182 -0.01
C -0.450931 -2.453934 -0.941710 1.453 -3.983 2.761 0.02
C -1.665482 -2.014299 -1.319419 -1.106 1.554 0.439 -0.42
C -2.893769 -2.558884 -0.565758 -4.611 4.050 -0.453 -0.22
O -4.092732 -1.954925 -0.541857 4.001 -1.809 -1.304 0.05
O -1.748541 -1.006513 -2.046266 -0.657 0.753 -1.076 -0.02
O -1.485446 -4.939579 1.715066 -0.617 1.809 -1.889 0.04
H -3.638557 -3.720628 1.069487 -0.306 0.236 -0.218 0.14
H 0.414667 -2.026520 -1.425923 0.245 -0.084 0.144 0.10
C -0.180125 2.308562 0.525118 -1.992 -2.274 0.448 -0.06
C -1.374661 1.492964 0.406046 2.464 1.458 1.417 -0.36
C -1.778970 0.572543 1.687991 0.242 2.457 -1.039 -0.40
O -2.776355 -0.088603 1.591509 -2.045 -2.187 -0.867 0.02
C -1.150398 0.815319 2.909827 -0.416 -0.711 -1.505 -0.07
C -0.148437 1.729883 2.988021 1.893 0.422 4.632 -0.39
C 0.353492 2.495432 1.782928 2.740 1.944 -0.969 -0.41
O 1.315070 3.340446 1.825011 -0.678 -0.883 1.479 -0.10
O 0.384774 1.904465 4.172821 -0.105 0.357 -2.461 -0.14
O -2.073192 1.642680 -0.578911 -1.637 -1.050 -1.737 -0.01
H 0.178862 2.961823 -0.256408 -0.260 0.049 -0.218 0.07
H -1.533914 0.207444 3.715925 0.260 0.270 0.442 0.11
C 1.605757 -1.280684 2.580614 -0.088 -0.311 0.458 -0.05
C 3.072691 -0.934303 2.521678 -0.278 -0.730 0.926 -0.28
O 3.268618 -0.957209 1.121302 1.616 0.558 -0.820 0.15
C 2.182142 -0.423725 0.580116 -2.589 0.427 -3.493 -0.44
O 2.054515 -0.013043 -0.621638 0.682 -1.506 4.597 0.06
O 1.181858 -0.538277 1.482380 -0.594 1.629 -2.658 0.06
F 3.824739 -1.906000 3.098964 0.419 -0.068 -0.130 0.06
H 0.990109 -1.040343 3.447403 0.396 0.469 -0.008 0.15
H 1.444617 -2.323708 2.308131 0.356 -0.357 0.266 0.14
H 3.398121 0.037780 2.892146 -0.249 0.008 0.227 0.18
N -0.133923 3.366697 -3.277919 0.790 1.894 1.043 0.03
C 1.168457 3.166438 -2.850530 -1.836 0.544 0.159 -0.10
C 1.521385 1.989949 -3.420204 2.950 -0.079 0.890 -0.16
C 0.538600 1.575513 -4.307437 -0.672 -2.061 -0.346 -0.12
C -0.526339 2.395919 -4.111863 -1.129 0.742 -1.000 -0.14
H -0.666107 4.178640 -2.999310 -0.180 -0.456 0.018 0.16
H 1.645163 3.845076 -2.158716 -0.073 -0.300 0.035 0.13
H 2.477838 1.551445 -3.176633 0.018 -0.281 -0.431 0.11
H 0.605331 0.712625 -4.953482 -0.217 0.029 0.098 0.11
H -1.508524 2.453236 -4.557326 0.127 -0.275 0.020 0.12
```
Forces are in eV/Å.

Properties
Frontier orbital gap (alpha / beta) (hartree): 0.19290 / 0.13330
Charge: -2
Multiplicity: 2

=====

# 3
Formula: C19H13AlF2IN3O4
Source: the OMol25 dataset
Level of theory: ωB97M-V with the def2-TZVPD basis set

Geometry as XYZ:
```
43
Properties=species:S:1:pos:R:3:forces:R:3:lowdin_charge:R:1
Al 0.900112 0.207908 0.944963 0.919 -0.074 0.809 0.08
O -0.289230 -0.425446 -2.875997 -0.039 0.107 -0.035 0.12
C 0.025126 0.580005 -2.289351 0.010 -0.202 -0.011 -0.37
N 0.377465 0.660341 -0.950309 0.042 -0.155 0.654 0.18
C 0.785630 1.896851 -0.648277 -0.287 0.070 -1.049 -0.36
O 1.263495 2.096450 0.480764 0.122 0.024 0.511 0.14
C 0.619410 2.788686 -1.798649 -0.184 0.273 -0.748 -0.07
C 0.814296 4.142463 -1.971333 0.008 -0.230 0.090 0.01
C 0.560685 4.665030 -3.235783 0.032 0.144 -0.002 -0.06
C 0.139973 3.855702 -4.279550 -0.027 -0.072 0.019 -0.06
C -0.065744 2.489160 -4.095591 0.001 -0.095 0.115 0.01
C 0.166505 1.970346 -2.841832 0.138 0.559 0.158 -0.06
H 1.140812 4.764378 -1.151901 0.057 0.077 0.034 0.12
H 0.694634 5.722606 -3.408713 0.017 0.074 -0.018 0.11
H -0.040612 4.293965 -5.250281 -0.006 0.030 -0.055 0.11
H -0.399223 1.860410 -4.905005 -0.060 -0.105 -0.092 0.12
F 3.252819 0.674339 2.677529 0.618 0.199 -0.281 -0.07
C 1.877307 0.432151 2.772022 -0.852 0.031 -0.195 -0.29
F 1.816039 -0.747126 3.498041 -0.118 -0.363 0.276 -0.05
H 1.512456 1.216744 3.461443 0.067 -0.188 -0.284 0.11
N 3.551452 -1.231266 0.645197 0.512 -0.228 0.219 0.06
C 4.079765 -2.299910 0.040191 -0.180 -0.120 -0.213 -0.06
C 3.187035 -2.694096 -0.937246 0.160 -0.002 0.092 -0.03
C 2.130222 -1.794987 -0.843834 0.265 -0.061 -0.062 -0.08
N 2.371124 -0.914955 0.120993 -0.359 0.444 -0.056 0.02
H 3.920464 -0.700327 1.424174 -0.217 0.102 0.049 0.15
H 5.023155 -2.716776 0.332758 0.162 0.043 0.091 0.12
H 3.281042 -3.514253 -1.617484 0.055 -0.161 -0.109 0.10
H 1.227093 -1.747476 -1.421589 -0.185 0.052 -0.041 0.11
I -6.512056 -3.674682 2.833834 0.318 0.208 -0.114 0.84
C -4.716336 -2.662706 2.375970 -0.393 -0.222 0.124 -0.71
C -4.372446 -1.534360 3.101430 -0.128 0.032 0.041 -0.14
C -3.184672 -0.884487 2.822244 0.228 -0.073 -0.201 0.00
C -2.335049 -1.389196 1.841337 -0.386 -0.205 0.055 -0.12
C -2.700567 -2.517672 1.111935 0.157 0.184 0.143 0.00
C -3.899734 -3.150159 1.370019 -0.144 -0.057 -0.041 -0.14
C -1.049161 -0.744161 1.534876 -1.096 -0.084 0.349 -0.49
O -0.902308 0.507937 1.623246 0.266 0.234 0.017 0.11
O -0.073416 -1.433825 1.144112 0.430 -0.123 -0.294 0.10
H -5.033611 -1.158066 3.866679 -0.012 0.008 0.083 0.09
H -2.901053 -0.002372 3.375024 0.034 0.105 0.019 0.13
H -2.042640 -2.882295 0.337735 0.064 -0.051 -0.032 0.13
H -4.200255 -4.004872 0.786204 -0.012 -0.129 -0.013 0.09
```
Forces are in eV/Å.

Properties
Frontier orbital gap (hartree): 0.30952
Energy above the lowest of the compared OMol25 structures with the same formula, charge and spin (kcal/mol): 6.6

=====

# 4
Formula: C19H13AuNOS7
Source: the OMol25 dataset
Level of theory: ωB97M-V with the def2-TZVPD basis set

Geometry as XYZ:
```
42
Properties=species:S:1:pos:R:3:forces:R:3:lowdin_charge:R:1
Au -0.389474 1.105127 2.259804 0.276 -0.066 -0.477 0.58
S -0.105152 -0.681197 6.395964 -0.038 -0.033 0.045 0.49
C -0.240037 -0.058103 4.898782 0.117 0.216 -0.405 -1.82
S -0.926057 -0.814864 3.485007 -0.165 0.195 0.400 0.55
S 0.334679 1.511313 4.379108 -0.018 -0.282 0.267 0.45
S 0.832276 3.003075 1.430949 -0.112 -0.028 0.093 0.54
C 2.276961 2.084915 1.033786 -0.075 -0.073 -0.001 -0.76
C 3.379820 2.731617 0.459298 0.024 0.018 -0.015 -0.12
C 4.469696 1.976624 0.080960 0.005 0.053 -0.013 -0.10
C 4.454590 0.600732 0.280190 0.017 -0.045 -0.003 -0.09
C 3.331681 0.051402 0.871049 0.004 0.066 0.003 -0.15
N 2.273521 0.766552 1.243179 -0.041 0.015 -0.040 0.03
H 3.358634 3.802734 0.309611 -0.010 0.003 0.003 0.09
H 5.328555 2.456111 -0.374261 -0.003 0.000 0.002 0.10
H 5.285801 -0.024175 -0.016442 -0.003 -0.006 0.005 0.09
H 3.260520 -1.016002 1.054330 0.013 0.001 -0.001 0.10
O -1.324042 0.830643 0.427989 0.034 0.004 0.036 -0.35
C -1.289333 -0.246382 -0.439986 0.069 -0.093 0.074 -0.60
C -0.137493 -0.083887 -1.445629 -0.022 0.026 0.029 -0.47
C 0.611254 1.041168 -1.591972 -0.060 -0.007 0.011 -0.13
C 1.533668 0.965931 -2.670787 0.022 0.025 -0.014 -0.18
C 1.448531 -0.209729 -3.348292 0.005 -0.006 -0.019 -0.43
S 0.250510 -1.231932 -2.675446 0.025 -0.038 0.013 1.00
C -1.236736 -1.588537 0.284737 -0.038 0.012 -0.022 -0.54
C -2.243966 -2.107836 1.046915 -0.022 -0.015 -0.132 -0.23
C -1.908540 -3.343865 1.654070 -0.004 -0.042 -0.006 -0.22
C -0.641388 -3.737625 1.351471 -0.001 0.000 0.005 -0.43
S 0.140711 -2.616078 0.328625 0.025 0.051 0.064 1.01
C -2.575290 -0.176126 -1.274857 -0.051 0.086 0.049 -0.46
C -3.199237 0.972628 -1.656315 0.028 -0.032 0.050 -0.11
C -4.305013 0.741898 -2.518186 -0.021 -0.004 -0.020 -0.19
C -4.494442 -0.580574 -2.780800 -0.010 0.006 -0.006 -0.43
S -3.343006 -1.550113 -1.963692 -0.009 -0.006 -0.035 1.03
H 0.465340 1.895996 -0.950573 0.045 0.019 0.058 0.06
H 2.229985 1.753481 -2.924046 -0.001 -0.002 0.003 0.10
H 2.031417 -0.536025 -4.195123 -0.007 -0.008 0.009 0.05
H -3.188448 -1.597561 1.173722 -0.009 -0.017 0.001 0.12
H -2.568450 -3.899749 2.304520 -0.001 0.006 -0.001 0.10
H -0.124057 -4.620509 1.691062 0.007 0.007 -0.010 0.06
H -2.859185 1.939117 -1.314860 -0.004 0.001 -0.003 0.12
H -4.935160 1.524026 -2.918668 0.002 0.000 0.000 0.09
H -5.263644 -1.034221 -3.385194 0.008 -0.008 0.004 0.05
```
Forces are in eV/Å.

Properties
Frontier orbital gap (hartree): 0.27618
Charge: -1
Energy above the lowest of the compared OMol25 structures with the same formula, charge and spin (kcal/mol): 0.0